The following is a DFT calculation (ωB97M-V/def2-TZVPD) of C27H36N2O2 in the gas phase.

Values from the calculation:
E_LUMO: 0.71 eV
highest occupied orbital energy: -0.2946 Ha
SMILES: CN(C(=O)c1ccc(OC2CCN(CCc3ccccc3)CC2)cc1)C1CCCCC1
charge: 0

XYZ file:
```
67
C27H36N2O2 | OMol25 | ωB97M-V/def2-TZVPD
C 4.274 1.141 0.336
N 4.843 -0.151 0.040
C 4.114 -1.294 0.013
O 4.622 -2.392 -0.140
C 2.633 -1.149 0.168
C 1.989 -1.767 1.236
C 0.620 -1.697 1.361
C -0.151 -1.026 0.406
O -1.489 -1.036 0.631
C -2.375 -0.352 -0.243
C -2.291 1.172 -0.043
C -3.667 1.813 -0.172
N -4.502 1.378 0.924
C -5.805 1.981 0.995
C -6.778 1.766 -0.194
C -7.186 0.336 -0.386
C -6.804 -0.373 -1.518
C -7.169 -1.698 -1.683
C -7.925 -2.335 -0.715
C -8.325 -1.634 0.411
C -7.962 -0.310 0.571
C -4.391 -0.041 1.234
C -3.784 -0.854 0.094
C 0.489 -0.435 -0.678
C 1.867 -0.499 -0.789
C 6.279 -0.242 -0.185
C 6.760 0.743 -1.250
C 8.242 0.510 -1.529
C 9.059 0.673 -0.251
C 8.565 -0.289 0.826
C 7.082 -0.061 1.106
H 4.961 1.707 0.965
H 4.085 1.715 -0.577
H 3.334 1.022 0.872
H 2.575 -2.300 1.970
H 0.111 -2.163 2.189
H -2.139 -0.622 -1.283
H -1.605 1.627 -0.759
H -1.911 1.364 0.962
H -4.083 1.569 -1.166
H -3.576 2.903 -0.110
H -6.280 1.624 1.912
H -5.652 3.062 1.097
H -7.666 2.369 0.015
H -6.321 2.150 -1.107
H -6.225 0.122 -2.287
H -6.863 -2.234 -2.570
H -8.209 -3.369 -0.840
H -8.926 -2.121 1.166
H -8.285 0.233 1.448
H -5.373 -0.446 1.482
H -3.746 -0.151 2.117
H -4.423 -0.791 -0.786
H -3.717 -1.901 0.391
H -0.071 0.072 -1.448
H 2.349 -0.044 -1.643
H 6.443 -1.264 -0.546
H 6.179 0.607 -2.165
H 6.619 1.769 -0.903
H 8.382 -0.500 -1.922
H 8.590 1.215 -2.287
H 10.115 0.487 -0.459
H 8.967 1.701 0.110
H 8.713 -1.317 0.490
H 9.140 -0.149 1.743
H 6.726 -0.772 1.854
H 6.943 0.948 1.501
```



The following is a DFT calculation (ωB97M-V/def2-TZVPD) of a molecular structure, C42H104F6N9O16PdS2.

Values from the calculation:
E_LUMO (spin up / spin down): -2.44 / -4.92 eV
2S+1: 3
highest occupied orbital energy (spin up / spin down): -0.3832 / -0.3832 Ha
charge: +1
⟨S²⟩: 2.004

XYZ file:
```
180
C42H104F6N9O16PdS2 | OMol25 | ωB97M-V/def2-TZVPD
Pd -1.672 -1.199 2.891
C 1.270 0.127 -0.103
F 2.565 0.259 -0.368
F 0.728 1.262 0.334
F 0.651 -0.252 -1.207
S 1.198 -1.048 1.368
O 2.290 -1.941 1.252
O 1.165 -0.210 2.535
N -0.372 -1.698 1.291
S -0.345 -2.951 0.247
O 0.643 -2.873 -0.777
O -0.434 -4.202 0.933
C -1.979 -2.713 -0.610
F -2.028 -3.324 -1.775
F -2.928 -3.194 0.196
F -2.178 -1.407 -0.840
C -0.692 4.131 -0.769
O -1.969 4.248 -1.341
C -1.999 3.882 -2.702
C -3.443 3.983 -3.139
N -4.359 3.065 -2.445
C -4.324 1.659 -2.849
C -4.069 1.389 -4.309
O -2.704 1.433 -4.685
C -2.539 1.002 -6.029
H -0.741 4.181 0.317
H 0.065 4.806 -1.182
H -0.293 3.132 -1.014
H -1.595 2.880 -2.899
H -1.403 4.586 -3.301
H -3.591 3.957 -4.216
H -3.771 4.988 -2.851
H -4.109 3.193 -1.471
H -5.328 1.249 -2.661
H -3.721 0.971 -2.225
H -4.611 2.153 -4.891
H -4.531 0.431 -4.572
H -2.443 1.883 -6.674
H -3.339 0.342 -6.371
H -1.615 0.434 -6.160
C 6.990 -0.786 5.857
O 5.742 -0.166 5.680
C 5.024 -0.713 4.559
C 3.923 0.256 4.222
N 3.088 0.496 5.383
C 2.220 1.645 5.375
C 1.482 1.754 6.689
O 0.455 0.784 6.873
C -0.038 0.841 8.194
H 7.602 -0.199 6.533
H 7.560 -0.931 4.929
H 6.829 -1.810 6.227
H 4.639 -1.653 4.971
H 5.700 -0.821 3.710
H 3.353 -0.163 3.384
H 4.330 1.220 3.875
H 3.595 0.328 6.238
H 1.519 1.574 4.542
H 2.817 2.573 5.337
H 0.984 2.733 6.719
H 2.223 1.748 7.498
H -0.605 1.750 8.409
H 0.759 0.693 8.930
H -0.678 -0.036 8.326
C 3.320 7.896 2.107
O 2.151 7.107 1.890
C 2.112 6.443 0.635
C 3.120 5.290 0.530
N 2.570 4.071 1.147
C 3.562 3.033 1.406
C 4.483 2.780 0.247
O 5.567 3.689 0.276
C 6.445 3.526 -0.788
H 3.527 7.838 3.173
H 3.116 8.923 1.798
H 4.189 7.526 1.562
H 2.318 7.113 -0.203
H 1.142 5.943 0.629
H 4.066 5.583 1.006
H 3.375 5.189 -0.529
H 2.116 4.493 1.948
H 3.062 2.103 1.687
H 4.174 3.326 2.275
H 4.029 2.831 -0.751
H 4.892 1.763 0.350
H 7.123 2.664 -0.696
H 7.127 4.381 -0.801
H 5.981 3.501 -1.782
C 0.285 4.635 3.797
O -0.154 3.291 3.957
C -1.543 3.194 3.866
C -1.951 1.739 3.865
N -1.417 0.980 2.706
C -2.075 1.347 1.441
C -3.429 0.697 1.235
O -3.408 -0.669 1.576
C -4.646 -1.364 1.317
H 1.364 4.618 3.686
H -0.079 5.272 4.606
H -0.075 5.074 2.855
H -1.915 3.791 3.024
H -2.017 3.607 4.772
H -3.037 1.668 3.842
H -1.526 1.331 4.784
H -0.432 1.238 2.645
H -1.455 0.947 0.639
H -2.167 2.415 1.229
H -3.749 0.823 0.196
H -4.182 1.241 1.826
H -4.524 -2.386 1.639
H -4.772 -1.234 0.245
H -5.467 -0.872 1.841
C 4.793 -6.440 -1.595
C 3.287 -6.296 -1.722
C 2.795 -4.879 -1.861
O 3.344 -4.338 -3.052
C 3.090 -2.967 -3.244
N 2.920 -7.140 -2.894
H 5.257 -5.887 -0.770
H 5.305 -6.126 -2.505
H 5.045 -7.478 -1.377
H 2.810 -6.782 -0.866
H 3.117 -4.204 -1.057
H 1.701 -4.884 -1.937
H 3.649 -2.657 -4.126
H 3.438 -2.372 -2.390
H 2.025 -2.800 -3.452
H 1.912 -7.256 -2.959
H 3.138 -6.555 -3.702
C 1.568 -2.529 5.680
C 0.487 -2.404 4.616
C -0.519 -3.531 4.746
O -1.455 -3.331 3.681
C -2.586 -4.177 3.630
N -0.268 -1.117 4.745
H 1.940 -3.553 5.765
H 1.270 -2.148 6.658
H 2.449 -1.952 5.396
H 0.998 -2.475 3.659
H -0.998 -3.508 5.730
H -0.003 -4.466 4.518
H -2.332 -5.218 3.425
H -3.214 -3.809 2.820
H -3.208 -4.141 4.532
H 0.438 -0.403 4.924
H -0.774 -1.215 5.625
C 0.564 -0.107 -8.144
C 1.155 -1.396 -7.602
C 0.062 -2.215 -6.927
O -0.038 -1.768 -5.602
C -1.074 -2.370 -4.879
N 1.700 -2.195 -8.711
H -0.250 -0.223 -8.853
H 1.397 0.415 -8.633
H 0.284 0.550 -7.320
H 1.911 -1.221 -6.828
H 0.304 -3.287 -7.021
H -0.875 -2.126 -7.497
H -2.043 -1.837 -4.916
H -0.885 -2.284 -3.803
H -1.231 -3.422 -5.129
H 2.125 -3.035 -8.342
H 2.374 -1.654 -9.235
C -4.837 -3.527 -3.809
C -5.497 -2.171 -3.490
C -6.522 -1.686 -4.489
O -7.512 -2.670 -4.659
C -8.600 -2.264 -5.450
N -6.002 -2.051 -2.112
H -4.534 -3.570 -4.859
H -5.536 -4.363 -3.743
H -3.981 -3.581 -3.146
H -4.625 -1.506 -3.564
H -5.986 -1.490 -5.433
H -6.973 -0.756 -4.129
H -8.558 -2.763 -6.423
H -8.584 -1.189 -5.676
H -9.569 -2.442 -4.982
H -5.253 -1.963 -1.441
H -6.496 -2.910 -1.889
```



The following is a DFT calculation (ωB97M-V/def2-TZVPD) of 3 unconnected molecules or ions with the total composition C33H66BrF3N7O3.

Values from the calculation:
E_LUMO: -4.74 eV
highest occupied orbital energy: -0.3608 Ha
charge: +1

XYZ file:
```
113
C33H66BrF3N7O3 | OMol25 | ωB97M-V/def2-TZVPD
C -0.862 4.255 1.030
C -1.902 3.704 -0.132
C -0.996 3.016 -1.301
Br -0.069 1.371 -0.530
N -1.682 2.585 -2.545
C -3.145 2.863 -2.641
C -4.110 1.768 -1.823
N -5.109 1.167 -2.824
N -4.934 2.550 -0.824
N -3.328 0.647 -1.176
C -0.908 2.747 -3.815
N -0.572 3.932 -4.419
C -0.926 5.269 -3.816
C 0.318 6.059 -3.088
C 1.812 5.518 -3.489
O 0.101 7.504 -3.328
N -0.448 1.450 -4.511
C -1.259 1.174 -5.757
C -1.302 -0.485 -5.922
C -2.837 -1.099 -5.838
N -2.766 -2.591 -6.223
C -2.647 -3.461 -4.987
C -1.115 -3.896 -4.594
C -0.085 -4.764 -5.554
C 1.447 -5.170 -5.050
C 2.068 -4.709 -3.568
C 1.027 -3.853 -2.607
C -0.500 -3.451 -3.110
O -1.332 -2.701 -2.152
C 1.042 1.454 -4.760
O 1.561 0.118 -4.332
C 2.899 0.265 -3.717
F 3.481 -1.120 -3.604
F 2.847 0.820 -2.334
F 3.821 1.044 -4.622
H 0.258 3.957 0.834
H -0.870 5.445 1.120
H -1.217 3.810 2.058
H -2.629 2.955 0.403
H -2.441 4.645 -0.600
H -0.111 3.746 -1.588
H -3.451 2.707 -3.785
H -3.465 3.990 -2.413
H -5.712 0.526 -2.246
H -4.500 0.613 -3.491
H -5.734 1.938 -0.541
H -5.311 3.435 -1.236
H -2.953 0.895 -0.235
H -2.610 0.228 -1.806
H -0.044 3.956 -5.343
H -1.817 5.267 -3.061
H -1.268 5.965 -4.723
H 0.187 5.907 -1.913
H 2.158 4.790 -2.608
H 1.858 5.015 -4.545
H 2.541 6.462 -3.447
H 0.379 7.731 -4.268
H -0.783 1.654 -6.731
H -2.380 1.529 -5.696
H -0.889 -0.808 -6.995
H -0.698 -1.022 -5.047
H -3.572 -0.611 -6.633
H -3.350 -0.963 -4.795
H -3.646 -2.897 -6.693
H -3.227 -4.472 -5.227
H -3.142 -3.014 -4.022
H -0.420 -5.136 -6.626
H 2.185 -5.796 -5.736
H 3.149 -5.010 -3.230
H 1.399 -3.527 -1.540
H -1.041 -3.061 -1.245
H 1.310 1.543 -5.908
H 1.594 2.282 -4.136
C -0.038 -3.170 5.418
C -0.098 -3.619 3.966
C 0.684 -2.706 3.019
C 0.181 -1.259 2.940
C -1.284 -1.098 2.524
C -1.572 -1.624 1.127
H -0.491 -2.184 5.556
H -0.583 -3.877 6.053
H 0.997 -3.128 5.770
H -1.142 -3.698 3.649
H 0.321 -4.630 3.898
H 0.676 -3.150 2.017
H 1.737 -2.688 3.331
H 0.813 -0.713 2.229
H 0.327 -0.769 3.910
H -1.537 -0.032 2.553
H -1.945 -1.590 3.247
H -0.953 -1.114 0.382
H -2.622 -1.450 0.869
H -1.387 -2.700 1.052
C 4.858 -2.082 11.134
C 4.119 -1.007 10.351
C 2.942 -1.554 9.540
C 3.312 -2.565 8.448
C 4.311 -2.062 7.403
C 3.795 -0.882 6.596
H 5.307 -2.828 10.473
H 5.665 -1.631 11.721
H 4.182 -2.594 11.826
H 4.821 -0.479 9.700
H 3.736 -0.263 11.059
H 2.405 -0.711 9.089
H 2.229 -2.032 10.225
H 2.391 -2.874 7.937
H 3.715 -3.472 8.913
H 4.533 -2.885 6.712
H 5.263 -1.796 7.878
H 2.866 -1.141 6.077
H 4.533 -0.589 5.843
H 3.605 -0.010 7.230
```



The following is a DFT calculation (ωB97M-V/def2-TZVPD) of a molecular structure, C13H11F2N6O4OsS.

Values from the calculation:
E_LUMO: -5.29 eV
highest occupied orbital energy: -0.4586 Ha
charge: +1

XYZ file:
```
38
C13H11F2N6O4OsS | OMol25 | ωB97M-V/def2-TZVPD
Os 0.477 -0.394 0.443
N -0.551 -2.651 3.920
C -0.546 -1.937 2.796
S 0.953 -2.045 1.797
N -1.588 -1.261 2.427
N -1.371 -0.574 1.258
C -2.363 0.032 0.715
C -2.075 0.722 -0.530
C -3.028 1.430 -1.242
C -2.647 2.084 -2.402
C -1.325 2.013 -2.811
C -0.427 1.274 -2.063
N -0.792 0.629 -0.954
H 0.247 -3.194 4.198
H -1.371 -2.649 4.505
H -3.343 0.009 1.174
H -4.046 1.468 -0.879
H -3.370 2.650 -2.973
H -0.981 2.528 -3.696
H 0.612 1.194 -2.347
O 4.791 3.611 0.428
C 5.191 2.510 -0.193
O 6.284 2.385 -0.668
C 4.213 1.380 -0.289
C 4.518 0.169 -0.881
N 3.428 -0.612 -0.808
N 2.429 0.030 -0.202
C 2.880 1.234 0.118
C 1.898 2.098 0.820
O 2.167 3.207 1.212
O 0.712 1.528 0.963
H 3.870 3.552 0.764
H 5.437 -0.157 -1.338
H 3.280 -1.551 -1.153
F 1.522 -2.679 -1.023
C 0.471 -1.789 -1.139
F 0.699 -1.157 -2.334
H -0.439 -2.379 -1.256
```



The following is a DFT calculation (ωB97M-V/def2-TZVPD) of 2 unconnected molecules or ions with the total composition C10H21B2NO3.

Values from the calculation:
E_LUMO: 0.18 eV
highest occupied orbital energy: -0.3735 Ha
SMILES: CB(O)BCCCCOC=O.CCCC#N
charge: 0

XYZ file:
```
37
C10H21B2NO3 | OMol25 | ωB97M-V/def2-TZVPD
C 4.386 0.609 -0.911
B 3.309 1.297 -1.954
O 3.441 2.782 -2.149
B 2.151 0.507 -2.821
C 0.642 0.096 -2.294
C -0.575 0.777 -3.206
C -1.908 1.171 -2.337
C -2.342 0.055 -1.201
O -1.829 0.526 0.095
C -2.792 1.384 0.802
O -3.457 2.426 0.297
H 4.097 0.717 0.226
H 5.468 1.093 -1.046
H 4.469 -0.559 -1.120
H 4.051 3.149 -1.427
H 2.432 0.176 -3.935
H 0.541 -1.078 -2.487
H 0.455 0.267 -1.152
H -0.212 1.752 -3.766
H -0.912 -0.005 -4.039
H -1.826 2.256 -1.858
H -2.819 1.216 -3.105
H -3.507 -0.171 -1.210
H -1.829 -0.966 -1.535
H -2.956 1.167 1.962
C -0.759 -3.036 3.820
C -0.306 -2.073 2.727
C -0.313 -0.612 3.181
C -1.723 -0.205 3.578
N -2.892 0.132 3.907
H -1.794 -2.847 4.121
H -0.710 -4.069 3.460
H -0.120 -2.953 4.706
H -0.958 -2.195 1.854
H 0.708 -2.345 2.412
H 0.032 0.035 2.368
H 0.357 -0.471 4.035
```



| no. | F_max (eV Å⁻¹) |
| --- | --- |
| 1 | 0.5 |
| 2 | 3.0 |
| 3 | 5.8 |
| 4 | 0.4 |
| 5 | 10.0 |